No. 1
6 unconnected molecules or ions with the total composition C14H35FIN12O7S. Source: the OMol25 dataset; level of theory: ωB97M-V/def2-TZVPD.

Structure (XYZ):
```
71
Properties=species:S:1:pos:R:3:lowdin_charge:R:1
C -3.09710 3.13720 5.76855 -0.021
C -3.30716 3.68426 4.29059 -0.268
F -4.60883 4.12064 4.03675 0.014
C -2.26133 4.81984 3.97636 -0.121
N -1.62979 5.54790 4.92191 0.139
C -0.72491 6.48834 4.33131 0.062
C -0.89131 6.21247 2.92534 -0.155
C -0.07247 6.96683 1.80888 -0.103
C 0.67139 5.82753 0.95200 -0.321
C 2.25093 5.92057 1.00844 -0.544
I 2.88920 4.43508 2.52040 0.684
N -1.86958 5.19121 2.66882 -0.014
S -2.44458 4.55646 1.15903 0.720
C -1.47874 3.12141 0.53329 -0.115
O -3.83458 4.09285 1.28044 -0.282
O -2.46953 5.62512 0.15021 -0.273
H -2.04468 3.30663 6.14181 0.088
H -3.83587 3.64405 6.44449 0.099
H -3.36115 2.04410 5.74496 0.098
H -3.04620 2.82250 3.60392 0.150
H -1.68085 5.52293 5.94030 0.179
H -0.06635 7.24195 4.82346 0.153
H 0.64860 7.69519 2.26370 0.120
H -0.75560 7.54390 1.11702 0.126
H 0.23918 5.87949 -0.08377 0.113
H 0.39997 4.82180 1.39032 0.016
H 2.64010 5.51043 0.01826 0.016
H 2.65336 6.93906 1.23239 0.061
H -1.03631 2.52617 1.38382 0.086
H -0.65748 3.55832 -0.10764 0.082
H -2.14675 2.46385 -0.07894 0.085
C -0.71181 -0.58720 -0.48533 -0.678
O -0.73409 0.60398 -0.79037 -0.011
N -0.12355 -1.52875 -1.26230 0.167
N -1.27142 -1.06682 0.65073 0.165
H -0.09755 -2.50694 -1.02888 0.088
H 0.30483 -1.21724 -2.11636 0.104
H -1.72037 -0.40491 1.25744 0.095
H -1.25891 -2.04043 0.90989 0.060
C -1.60060 -5.26396 0.74766 -0.668
O -1.62843 -4.07155 0.45218 -0.008
N -1.00909 -6.19302 -0.03530 0.171
N -2.16391 -5.74558 1.88797 0.152
H -0.97566 -7.17006 0.18806 0.103
H -0.57955 -5.87163 -0.89281 0.057
H -2.61330 -5.08184 2.49416 0.104
H -2.15337 -6.71375 2.14907 0.098
C 0.51778 -5.93439 -3.76501 -0.669
O 0.20803 -6.31703 -2.64411 0.000
N -0.27170 -5.10802 -4.50108 0.158
N 1.67631 -6.30626 -4.36299 0.171
H -0.03606 -4.78393 -5.42056 0.097
H -1.13951 -4.81307 -4.08709 0.109
H 2.28531 -6.92049 -3.84395 0.104
H 1.95239 -6.00707 -5.27957 0.100
C 4.20706 4.28807 -2.52598 -0.672
O 3.65017 4.93780 -1.65123 0.000
N 4.68902 3.03645 -2.31152 0.158
N 4.39007 4.76404 -3.78448 0.157
H 5.14849 2.48721 -3.01380 0.099
H 4.57139 2.65126 -1.39022 0.108
H 4.04591 5.68822 -3.97994 0.109
H 4.84360 4.24874 -4.51576 0.099
C 1.93237 -10.06280 -3.36070 -0.702
O 2.79293 -9.52831 -2.67905 0.014
N 0.60780 -9.79276 -3.21125 0.154
N 2.22522 -10.97351 -4.32925 0.148
H -0.11477 -10.21839 -3.76134 0.095
H 0.35422 -9.12229 -2.50468 0.093
H 3.19507 -11.19825 -4.46872 0.106
H 1.53415 -11.42361 -4.89997 0.093
```

For the LUMO energy, the calculation gives -0.124 Eh. The total charge is +1. For the largest force on an atom, the calculation gives 0.1454 Eh/bohr. The value obtained for the total energy is -2533.85619 hartree.

No. 2
4 unconnected molecules or ions with the total composition C14H35O15PS4. Source: the OMol25 dataset; level of theory: ωB97M-V/def2-TZVPD.

Structure (XYZ):
```
69
Properties=species:S:1:pos:R:3:lowdin_charge:R:1
C 3.52766 -0.67575 5.46759 -0.018
C 2.30563 -0.85333 4.56632 -0.386
O 1.21818 -0.18980 5.22082 -0.058
C 2.49244 -0.29467 3.13690 -0.056
C 2.35754 -1.34067 2.02813 -0.272
O 3.62349 -1.55679 1.35889 -0.156
S 3.70418 -1.02704 -0.12237 0.579
O 4.52397 0.12761 -0.19393 -0.214
O 3.92838 -2.12843 -0.99150 -0.222
O 2.17981 -0.55899 -0.24047 -0.217
C 1.38587 -0.96538 0.87944 -0.369
P 0.28077 -2.37582 0.43626 0.777
O -0.16066 -3.14094 1.62802 -0.421
H 4.43119 -0.45590 4.89812 0.078
H 3.33743 0.15072 6.15329 0.065
H 3.71540 -1.57110 6.06091 0.081
H 2.05755 -1.91847 4.49221 0.138
H 0.38697 -0.57927 4.92919 0.096
H 1.75207 0.49550 2.99555 0.128
H 3.46906 0.18071 3.03370 0.129
H 2.06768 -2.30771 2.43944 0.133
H 0.76828 -0.10588 1.14253 0.134
H -0.71604 -1.74908 -0.31705 0.006
H 1.07140 -3.05052 -0.51389 0.038
C 2.32250 5.44362 8.03409 -0.072
C 2.01764 4.33475 9.01532 -0.246
O 0.86608 3.54495 8.61530 -0.268
S 1.08944 2.46915 7.46541 0.561
C -0.35414 1.51635 7.76524 -0.114
O 2.26526 1.71006 7.77459 -0.279
O 0.99011 3.10536 6.18837 -0.272
H 2.66373 5.04887 7.07874 0.074
H 3.10602 6.07879 8.44984 0.081
H 1.43660 6.05323 7.85780 0.085
H 2.86385 3.66064 9.14861 0.111
H 1.73075 4.72769 9.98834 0.121
H -0.28074 1.07045 8.75293 0.078
H -0.36370 0.74955 6.99455 0.056
H -1.22171 2.16512 7.68191 0.078
C -3.39360 0.71334 -4.74452 -0.063
C -2.03764 0.05909 -4.62453 -0.231
O -1.03410 0.95828 -4.06084 -0.258
S -1.05309 1.19871 -2.50385 0.562
C 0.57014 1.85224 -2.33788 -0.116
O -1.13364 -0.07530 -1.83903 -0.315
O -2.01219 2.20095 -2.15777 -0.269
H -3.83334 0.91269 -3.76829 0.075
H -4.04873 0.04685 -5.30547 0.071
H -3.31725 1.65501 -5.28798 0.089
H -2.06851 -0.84550 -4.01855 0.116
H -1.63434 -0.20102 -5.59831 0.100
H 1.28981 1.08693 -2.61450 0.074
H 0.68692 2.13221 -1.29301 0.077
H 0.65416 2.72901 -2.97455 0.077
C -5.35076 -3.65632 -7.95823 -0.069
C -3.94419 -4.07561 -8.31667 -0.237
O -3.21108 -3.01974 -9.00284 -0.263
S -2.63071 -1.84445 -8.11834 0.554
C -1.49846 -1.19696 -9.29534 -0.116
O -1.92117 -2.40387 -7.00403 -0.279
O -3.64939 -0.87293 -7.85445 -0.276
H -5.35593 -2.87718 -7.19811 0.073
H -5.88872 -4.52301 -7.57199 0.084
H -5.87604 -3.28398 -8.83727 0.086
H -3.36656 -4.37614 -7.44268 0.113
H -3.93750 -4.89220 -9.03469 0.122
H -0.74484 -1.95006 -9.50688 0.077
H -1.04957 -0.31753 -8.83819 0.077
H -2.04959 -0.92109 -10.19030 0.077
```

As for the SMILES: C[C@@H](O)C[C@@H]1OS(=O)(=O)O[C@H]1[PH2]=O.CCOS(C)(=O)=O.CCOS(C)(=O)=O.CCOS(C)(=O)=O. For the LUMO energy, the calculation gives 0.016 Eh. For the largest force on an atom, the calculation gives 0.0055 Eh/bohr. The value obtained for the total energy is -3617.08422 hartree.

No. 3
6 unconnected molecules or ions with the total composition C14H36BF6NO9P. Source: the OMol25 dataset; level of theory: ωB97M-V/def2-TZVPD.

Structure (XYZ):
```
68
Properties=species:S:1:pos:R:3:lowdin_charge:R:1
C -2.13711 3.58095 -4.42650 -0.040
C -1.12751 2.43601 -4.65866 -0.124
C -1.39331 1.27455 -3.77777 -0.461
O -2.00016 0.26994 -4.07478 0.152
O -0.90056 1.41198 -2.48279 -0.038
C 0.10367 0.45823 -2.18942 -0.175
C -0.55539 -0.78080 -1.52760 -0.198
P 0.18788 -1.33510 0.00995 1.247
C 0.27573 -3.14806 0.26754 -0.178
C -1.03340 -3.92874 0.06104 -0.277
O -0.95880 -5.16991 0.72804 0.030
C -1.37282 -4.21773 -1.42658 -0.570
F -0.31160 -3.95301 -2.22235 0.132
F -2.37347 -3.40791 -1.82744 0.146
F -1.74174 -5.46739 -1.62793 0.199
B -0.78591 -0.46633 1.50994 -0.678
N -0.10351 -0.34862 2.73131 0.214
O -1.97248 0.04095 1.17041 0.135
C 1.98004 -0.77908 0.09024 -0.683
F 2.61782 -1.47869 1.04212 0.129
F 2.06102 0.52416 0.38092 0.131
F 2.60624 -0.98802 -1.07844 0.142
H -2.70241 3.75247 -5.33275 0.082
H -2.85298 3.34269 -3.65025 0.062
H -1.63393 4.50206 -4.17235 0.084
H -0.11194 2.78565 -4.50751 0.124
H -1.19765 2.06111 -5.67114 0.123
H 0.84242 0.95892 -1.57735 0.115
H 0.60088 0.13135 -3.09625 0.143
H -1.57184 -0.50302 -1.27079 0.108
H -0.60154 -1.58288 -2.24316 0.089
H 1.10193 -3.53359 -0.32070 0.119
H 0.55269 -3.27143 1.31090 0.107
H -1.87326 -3.40427 0.50557 0.129
H -0.10453 -5.30063 1.14373 0.106
H -0.65696 0.00552 3.50254 0.117
H 0.46634 -1.13231 3.01623 0.094
H -2.77431 -0.51118 1.33617 0.117
C 5.40397 1.53698 0.07806 -0.142
O 4.91451 1.28554 -1.23590 -0.114
H 6.36040 2.03884 -0.02978 0.086
H 4.73243 2.18821 0.64503 0.075
H 5.56326 0.60628 0.63189 0.060
H 4.06957 0.84098 -1.16480 0.024
C 5.19249 -0.64461 3.66886 -0.145
O 4.18024 0.27702 4.06844 -0.123
H 6.03348 -0.50181 4.34015 0.085
H 4.85246 -1.68081 3.75306 0.076
H 5.52809 -0.45725 2.64573 0.056
H 3.42634 0.16944 3.48571 0.037
C -3.13716 2.93694 0.20897 -0.149
O -3.07572 3.53820 -1.07661 -0.112
H -3.57574 3.66720 0.88305 0.086
H -3.76595 2.04039 0.20687 0.069
H -2.14167 2.67524 0.57947 0.066
H -2.67608 2.90383 -1.67536 0.027
C 1.85259 2.98588 3.34584 -0.140
O 0.48296 2.97987 2.94235 -0.121
H 2.19544 4.01503 3.31217 0.086
H 1.96930 2.61063 4.36504 0.083
H 2.47195 2.38938 2.66789 0.055
H 0.17462 2.07393 2.98260 0.020
C -5.14067 -2.07961 0.64896 -0.095
O -3.87728 -2.27252 1.31961 -0.153
H -5.08360 -1.12887 0.12723 0.082
H -5.31845 -2.87455 -0.07425 0.087
H -5.95865 -2.04529 1.36701 0.088
H -3.92466 -3.10380 1.80180 0.092
```

For the LUMO energy, the calculation gives -0.140 Eh. The total charge is +1. For the largest force on an atom, the calculation gives 0.0319 Eh/bohr. The value obtained for the total energy is -2252.11678 hartree.

Here are the calculated gap between HOMO and LUMO numbers, same order: 7.93 10.84 8.63 (eV).